# C21H21BrIN3O3V

C21H21BrIN3O3V as an isolated structure (ωB97M-V/def2-TZVPD, the Open Molecules 2025 dataset).

Results
LUMO energy (spin up / spin down): -12.1 / -12.1 eV
charge: +3
relative energy (zero: lowest compared OMol25 entry of this formula, charge and spin): 0.0 kcal per mole
HOMO energy (spin up / spin down): -17.771 / -17.771 eV

Each line ends with the Mulliken charge.
Geometry (Å):
C 3.140 -1.467 0.476  0.353
H -1.800 -0.438 -3.624  0.319
C 2.176 -0.493 0.288  0.623
I -2.615 1.298 0.966  0.392
C 2.877 -2.933 0.447  -1.305
C -3.246 -3.570 1.019  0.389
H 3.708 4.528 0.750  0.321
H 5.710 0.472 0.990  0.499
H 4.873 2.734 1.618  0.453
C -1.379 -1.945 2.242  0.286
H -2.869 -2.296 -0.669  0.424
H 0.829 3.417 -2.144  0.628
C -4.251 -4.444 0.332  -1.452
H -2.893 5.537 -2.013  0.444
N 0.149 1.539 -0.306  0.218
H -0.595 5.285 -2.884  0.444
H 1.687 2.869 -0.087  1.321
C -2.271 4.718 -1.677  -0.589
C -0.978 4.579 -2.161  -0.892
Br -0.143 -0.762 3.014  0.056
C -2.790 3.799 -0.770  -0.717
C -0.661 2.623 -0.810  0.200
N -1.699 -1.730 0.954  0.566
O 0.877 -0.844 0.042  -0.237
C -2.880 -3.778 2.354  -0.275
C -2.628 -2.527 0.360  -0.437
H 5.047 2.793 -0.137  0.442
H 3.574 -3.408 -0.243  0.389
H -5.109 -4.617 0.980  0.415
H -0.894 -1.935 -3.201  0.339
V -0.695 -0.311 -0.129  0.942
O 3.313 3.659 0.609  -0.516
O -1.186 -0.578 -1.673  -0.538
C 2.436 0.894 0.324  0.391
H -1.666 -3.111 4.009  0.488
C -0.170 3.532 -1.739  -0.143
C -1.946 -2.965 2.975  -0.788
H -3.809 -5.416 0.107  0.338
H -3.803 3.899 -0.402  0.457
N 4.390 -1.053 0.725  -0.449
H 1.858 -3.172 0.150  0.262
C -1.965 2.771 -0.366  0.485
C 1.390 1.826 -0.026  -0.779
C 4.319 2.673 0.675  -0.666
H -0.016 -0.374 -3.369  0.344
H 3.073 -3.355 1.434  0.334
C 4.672 0.232 0.777  -0.762
C -0.950 -0.854 -3.091  -0.707
C 3.752 1.284 0.584  -0.223
H -4.602 -4.003 -0.598  0.401
H -3.341 -4.581 2.917  0.514



# C7H28FN14O7Y

C7H28FN14O7Y as an isolated structure at a distorted geometry (ωB97M-V/def2-TZVPD, the Open Molecules 2025 dataset).

Results
LUMO energy (spin up / spin down): -9.3 / -12.8 eV
charge: +3
multiplicity: 2
HOMO energy (spin up / spin down): -17.001 / -17.000 eV

Each line ends with the Mulliken spin population.
Geometry (Å):
N -0.855 2.191 -0.357  0.000
N 2.438 -0.223 -3.634  0.000
H -5.257 -0.477 -0.367  0.000
H -1.411 -4.319 3.853  0.000
H -3.361 -0.384 -1.155  0.000
H 4.581 -2.000 -2.025  0.000
H -0.220 -5.132 2.843  0.000
H 4.571 -1.248 -3.615  0.000
H 0.303 1.379 5.202  0.000
H -0.048 -0.465 -2.462  -0.005
C 2.920 -0.900 -2.563  0.000
H -5.639 0.079 1.270  0.000
N -4.973 -0.180 0.556  0.000
N -0.653 0.628 3.151  0.000
H -1.046 0.538 2.225  0.000
H -2.332 -2.842 3.408  0.000
H 1.623 0.357 -3.494  0.000
F -0.154 -0.522 0.103  0.005
C -0.614 -3.125 2.577  0.000
C -3.713 -0.102 0.910  0.000
N 4.120 -1.447 -2.734  0.000
H 3.035 -0.222 -4.448  0.000
C 2.796 2.216 0.048  0.000
Y 1.881 -1.282 0.761  -0.001
N -1.185 -2.533 -2.210  0.065
H -1.518 4.472 -0.783  0.000
H -1.454 2.630 0.328  0.000
N -3.041 -0.351 -0.198  0.000
H -1.241 0.837 3.945  0.000
N -0.985 4.050 -1.530  0.001
H -1.012 -2.136 -1.298  -0.002
C -0.713 2.768 -1.557  -0.001
O 0.030 2.246 -2.437  0.004
O 2.061 1.259 0.339  0.000
H -0.681 4.526 -2.367  0.000
O 1.382 -0.175 2.652  0.000
H 1.877 0.712 4.878  0.000
H -1.447 -3.505 -2.288  -0.002
C 0.566 0.340 3.434  0.000
H -0.415 -0.206 -4.132  -0.001
H 4.336 1.202 0.301  0.000
C -1.268 -1.826 -3.284  -0.021
H -1.901 -1.510 2.420  0.000
H -0.383 1.312 -0.201  0.000
N -0.545 -0.752 -3.293  0.073
N 0.887 0.744 4.677  0.000
H 4.793 2.877 -0.032  0.000
N -0.728 -4.300 3.108  0.000
N 4.096 2.175 0.170  0.000
H -2.071 -0.105 -0.064  -0.001
O -1.703 -2.336 -4.299  0.886
N 2.322 3.368 -0.392  0.000
O 2.349 -0.836 -1.510  0.000
H 1.323 3.373 -0.537  0.000
O -3.278 0.166 2.005  0.000
H 2.913 4.164 -0.586  0.000
O 0.315 -2.730 1.928  0.000
N -1.673 -2.434 2.760  0.000



# C4H13NO

A 2-piece molecular cluster, C4H13NO overall at a distorted geometry (ωB97M-V/def2-TZVPD, the Open Molecules 2025 dataset).

Results
LUMO energy: 0.8 eV
relative energy (zero: lowest compared OMol25 entry of this formula, charge and spin): 16.1 kcal per mole
HOMO energy: -8.688 eV
SMILES: CC[C@H](C)N.O

Each line ends with the Mulliken charge.
Geometry (Å):
H -2.109 -1.235 -0.333  0.427
H 1.126 -3.753 -0.401  0.313
H 1.793 2.446 0.865  0.274
H -0.774 0.912 -1.200  0.161
H 2.189 -4.490 -1.214  0.304
H 0.130 0.823 1.750  0.444
C -1.910 -0.252 0.126  -1.440
N 0.526 -0.524 -0.614  -0.439
C -0.166 1.379 0.854  -0.725
C -0.575 0.366 -0.258  0.378
H -2.733 0.304 -0.315  0.342
C 0.817 2.450 0.380  -1.081
H 1.326 -0.474 0.008  0.230
H 0.978 2.278 -0.682  0.338
H 0.238 -1.469 -0.796  0.118
H -1.942 -0.369 1.209  0.317
H -1.126 1.789 1.166  0.357
O 1.780 -3.632 -1.115  -0.629
H 0.431 3.451 0.570  0.310



# C35H50O15

A 10-piece molecular cluster, C35H50O15 overall at a distorted geometry (ωB97M-V/def2-TZVPD, the Open Molecules 2025 dataset).

Results
LUMO energy: 0.3 eV
relative energy (zero: lowest compared OMol25 entry of this formula, charge and spin): 14.9 kcal per mole
HOMO energy: -7.651 eV
SMILES: Oc1ccc(O)cc1.Oc1ccc(O)cc1.Oc1ccc(O)cc1.Oc1ccc(O)cc1.Oc1ccc(O)cc1.CO.CO.CO.CO.CO

Each line ends with the Mulliken charge.
Geometry (Å):
H -4.182 -0.073 4.860  0.427
H 2.267 -2.456 4.893  0.351
C -0.043 1.269 5.832  -0.626
H -1.331 4.103 -2.063  0.083
C 0.029 -0.869 -1.693  0.150
C 1.576 -2.419 1.726  -0.087
O 0.080 2.670 7.874  -0.589
O -1.128 -4.814 0.505  -0.619
C -3.840 2.501 -1.371  -0.069
C 5.093 -1.400 -0.545  0.172
C 0.669 0.303 -1.329  0.355
O 2.323 -2.172 3.937  -0.537
C 0.612 -3.685 3.546  -0.801
H -1.114 0.018 -4.929  0.403
H -4.265 5.452 -2.987  0.361
O -4.152 1.978 -0.163  -0.677
H 0.611 3.328 8.456  0.349
H -4.269 4.556 -0.982  0.635
H 0.455 4.249 -1.107  0.097
C -6.088 -0.720 -1.121  -0.475
C 5.173 -3.883 -0.740  -1.097
C -1.661 -0.341 -0.032  0.554
H -6.956 -0.910 -0.668  0.423
C -0.978 0.878 0.327  0.121
C -3.730 -0.375 3.945  -0.812
H -1.158 0.908 -3.777  0.130
H -4.264 -0.930 3.335  0.294
C -1.142 -1.176 -1.044  -1.048
H 3.387 -2.606 -0.780  0.515
H 2.441 -1.734 1.429  0.498
O -3.861 4.047 -5.277  -0.606
O -2.840 -0.582 0.588  -0.252
C -0.271 4.734 -1.933  -0.312
H 1.095 -2.209 -5.278  0.288
C -3.399 2.173 -3.733  -1.008
H -5.856 0.310 -0.688  0.079
H -3.312 1.407 -4.555  0.516
C 0.488 2.381 6.637  0.873
O 0.738 0.761 -4.954  -0.494
C -0.239 -4.128 1.322  0.037
H -3.762 3.539 -6.115  0.325
H 2.557 -1.476 -5.467  0.360
C 7.178 -2.570 -0.207  -0.608
H 0.692 -1.658 -2.418  -0.482
H -0.895 1.422 1.256  0.508
C 6.577 -3.833 -0.431  0.653
H 0.433 -0.154 4.257  0.029
C -4.096 3.823 -1.625  -0.655
C 2.029 2.878 4.754  -0.797
H 8.139 -4.709 -0.512  0.214
H -3.713 1.425 3.393  0.195
H -0.975 -4.499 -0.388  0.348
O -5.007 -1.633 -0.812  -0.496
O 2.122 1.271 2.909  -0.364
C 4.460 -2.564 -0.664  0.098
H 6.662 -0.441 -0.407  0.552
H -2.840 -0.779 4.310  0.232
H 1.465 0.504 2.757  0.044
C 2.116 -2.279 -5.028  -0.217
H -4.435 -1.120 -0.212  0.310
O 4.375 -0.273 -0.643  -0.316
H 2.023 3.821 6.780  0.202
H 0.608 -3.858 4.580  0.391
H 2.506 -4.138 -4.990  0.281
C -0.213 -4.305 2.672  -0.533
H 8.270 -2.389 -0.298  0.215
H 0.901 0.892 -4.069  0.264
H 2.799 3.467 4.250  0.366
H -0.996 0.790 6.457  0.144
H -3.697 0.527 -2.305  0.519
H -0.009 4.773 -2.960  0.363
H 2.744 0.511 -1.154  0.288
H -6.106 -0.648 -2.360  0.143
O 2.663 -3.460 -5.574  -0.554
O 1.950 0.575 -1.786  -0.733
C 1.611 1.637 4.044  0.328
O -3.229 0.766 3.130  -0.326
C 0.610 -3.111 0.804  -0.230
H -2.762 -0.589 1.517  -0.068
H 0.704 -3.079 -0.287  0.398
C 6.443 -1.396 -0.267  -0.787
C 0.601 0.862 4.712  0.481
H 2.263 -2.145 -4.041  -0.124
H 4.863 0.552 -0.825  0.200
H -1.174 6.342 -2.326  0.328
C -3.573 1.633 -2.428  0.475
C -3.714 3.487 -3.987  0.528
H 0.791 1.985 -0.037  0.878
H -1.021 1.870 -5.291  0.344
C 1.571 3.129 6.063  -0.469
O -0.585 6.004 -1.564  -0.547
H -0.854 -5.182 3.063  0.243
C 1.527 -2.728 3.071  0.506
C -4.047 4.344 -2.949  -0.661
C -0.630 0.971 -4.824  -0.699
O 7.369 -4.753 -0.747  -0.368
H -1.548 -2.140 -1.115  0.784
H 4.654 -4.838 -0.915  0.406
H -3.551 1.243 0.168  0.332
C 0.186 1.159 -0.363  -0.840



# C3H5CaMgO3

C3H5CaMgO3 as an isolated structure at a distorted geometry (ωB97M-V/def2-TZVPD, the Open Molecules 2025 dataset).

Results
LUMO energy (spin up / spin down): -0.9 / -1.4 eV
multiplicity: 2
HOMO energy (spin up / spin down): -6.124 / -6.118 eV

Each line ends with the Mulliken spin population.
Geometry (Å):
H 1.513 -2.049 1.755  0.000
H 0.283 0.938 1.680  0.001
C 0.212 -2.064 0.089  0.001
O 1.710 -0.257 0.736  0.003
Ca -2.935 2.262 -2.981  1.066
H -0.068 -3.094 0.365  0.000
H 1.509 1.761 0.647  0.000
Mg -0.338 0.398 -1.103  0.036
O -1.723 1.766 -1.315  -0.125
H -1.656 2.454 -0.562  0.006
C 0.819 0.903 0.710  0.011
O -0.486 -1.514 -0.897  0.001
C 1.160 -1.503 0.875  0.000